Record 1
Entry from OMol25: C35H55ClO2P4RuSi as an isolated structure at a distorted geometry (ωB97M-V/def2-TZVPD).

Results
E_LUMO (alpha / beta) (eV): -4.96 / -6.98
Largest force on an atom (eV/A): 7.3
M (g mol⁻¹): 796.3
Energy (Ha): -3726.5012
HOMO (alpha / beta) (eV): -11.90 / -12.62
Expectation value of S²: 6.06
ΔE to the lowest compared entry with this formula, charge and spin (kJ/mol): 0.00

Geometry as ORCA input:
```
! wB97M-V def2-TZVPD RIJCOSX def2/J DEFGRID3
* xyz 2 5
Ru 0.07747 0.00208 2.04064
Cl 1.99919 1.33764 2.67879
P 1.48015 1.12326 -3.53000
P -1.28251 1.95406 2.11774
P 1.62304 -1.72238 1.84186
P -3.22715 -2.53331 -0.37032
Si -0.15586 -0.14061 5.48019
O -0.41614 -0.49367 3.93131
O -2.01437 -0.04021 -1.79806
C 3.84574 0.80042 -4.00188
C -0.89837 2.75793 -2.84956
C -1.03387 -0.76506 -0.98980
C 2.94327 -1.63663 0.60060
C 1.72734 -1.65874 -3.06945
C -4.54861 -1.51646 -1.05492
C 5.11609 1.27633 -4.27414
C 0.01516 0.05651 -0.47654
C 3.07615 1.46740 -3.00924
C 1.11845 1.16348 5.89559
C -1.42841 3.07606 0.70033
C 2.46240 -1.87449 3.43239
C 0.27104 2.35992 -3.52769
C -2.58743 -3.60186 -1.68320
C 4.89158 2.94803 -2.49838
C 0.60494 0.71717 0.48043
C -0.79615 3.02511 3.49130
C -1.84393 -1.43578 0.14727
C 0.35141 -1.74730 6.29150
C -1.66668 3.77199 -3.42951
C -0.13348 3.90906 -5.33418
C 5.63213 2.34474 -3.52920
C -0.28042 -1.96517 -5.02834
C -3.83506 -3.53168 1.00004
C 0.81479 -3.31798 1.57983
C 0.99043 -0.54557 -3.54688
C 0.66784 2.93700 -4.76405
C 0.44827 -3.06787 -4.56719
C -2.97042 1.41747 2.47453
C -1.52679 -1.16424 1.40823
C -1.28836 4.32853 -4.65998
C -1.85933 0.31846 6.10669
C -0.06282 -0.71310 -4.48386
C 1.42289 -2.92124 -3.56762
C 3.59775 2.51135 -2.21160
H -4.17972 -2.87799 1.81548
H 6.63521 2.69632 -3.75859
H -5.41263 -2.12294 -1.36605
H -2.24467 -2.98361 -2.52472
H 1.17866 1.15836 6.99265
H 0.39108 -3.35236 0.56737
H -1.58374 0.36633 -2.57259
H -0.59720 -1.58382 -1.59667
H -4.13515 -0.97057 -1.91328
H -1.77144 0.34981 7.19900
H 0.24291 -4.04885 -4.99201
H 2.54089 -1.51528 -2.35543
H 0.28786 3.18343 3.44055
H -4.86452 -0.79044 -0.29341
H -1.73597 -4.17432 -1.28795
H 2.99706 2.95766 -1.41819
H 3.38962 -0.01970 -4.55180
H 1.43039 -1.92227 6.24331
H 0.84076 2.16961 5.56724
H -3.56983 2.29516 2.74795
H -2.17809 2.68826 -0.00156
H 5.32465 3.77119 -1.92683
H 3.30345 -0.60495 0.51080
H 3.76823 -2.28698 0.92294
H 2.82505 -0.88227 3.72706
H -0.46159 3.16221 0.19028
H -2.94287 0.69428 3.29882
H -2.58751 -0.45596 5.83116
H -0.59850 0.17400 -4.82428
H -1.03302 -2.06076 -5.81489
H -1.32966 3.97746 3.38530
H -4.67800 -4.16390 0.67373
H -3.38140 0.93892 1.57650
H -1.18393 2.31436 -1.89623
H 2.55965 -1.97957 -0.36789
H 0.05989 -1.63511 7.34250
H 5.68186 0.79021 -5.06667
H 0.00515 -3.41768 2.31335
H 3.30259 -2.56622 3.31219
H -2.22433 1.28534 5.74628
H -0.17903 -2.60750 5.86551
H -2.10008 -1.55896 2.25847
H 0.17737 4.32438 -6.29060
H -3.03210 -4.18521 1.37434
H -1.73434 4.06907 1.05615
H 1.54973 -4.12178 1.71318
H -1.88831 5.11162 -5.11556
H 2.10777 0.92997 5.48645
H 1.58986 2.56572 -5.22387
H 1.96862 -3.79857 -3.20021
H 1.38163 1.37876 0.09096
H -1.05693 2.54816 4.44345
H -3.36051 -4.30035 -2.03951
H 1.75385 -2.24580 4.18047
H -2.57010 4.12256 -2.91833
*
```

---

Record 2
Entry from OMol25: C35H55F5O20 as an isolated structure at a distorted geometry (ωB97M-V/def2-TZVPD).

Results
E_LUMO (eV): -0.04
Largest force on an atom (eV/A): 16.6
M (g mol⁻¹): 890.8
Energy (Ha): -3369.7177
HOMO (eV): -8.43
ΔE to the lowest compared entry with this formula, charge and spin (kJ/mol): 2603.06

Geometry as ORCA input:
```
! wB97M-V def2-TZVPD RIJCOSX def2/J DEFGRID3
* xyz 0 1
F -0.03119 -2.86267 0.41911
F 1.15049 -4.04513 -2.88703
F 3.00390 2.60969 3.07829
F -4.25585 -3.37123 2.61847
F -2.89595 -0.31032 -2.22344
O -1.84724 4.60249 -0.42146
O 3.17476 -2.31291 -0.03191
O -2.67064 -2.29283 -4.13038
O 2.29111 0.65241 3.68637
O 4.78140 1.77193 -2.35243
O 0.48238 1.79620 4.22693
O 1.37936 0.34492 5.76727
O 1.26691 -1.91928 3.72325
O -0.12724 1.07090 0.92613
O 3.08693 -2.06824 -2.19795
O -3.39740 -5.78413 -0.18253
O 1.06404 3.58742 -3.84862
O -2.40009 0.04162 1.96262
O -1.21613 -5.76995 -0.77618
O -1.83208 -3.98369 -2.92821
O -4.47100 -0.73724 1.41945
O -1.25508 -1.81614 -2.50831
O 1.15685 -2.74703 -1.06832
O -3.55158 -1.36950 3.31577
O -1.78613 -4.23078 0.62169
C 4.65010 0.59979 -1.48213
C 3.38500 0.89865 -0.70987
C -1.72054 5.14083 0.86843
C -0.67860 3.01210 0.73390
C 1.35071 0.82927 4.66270
C -0.20228 3.50404 -3.28213
C -4.65396 -2.26152 3.15852
C -3.40331 -0.65993 2.21512
C 3.62824 2.40775 -0.44367
C -0.09949 2.19644 -2.47021
C 0.62491 2.03913 2.85938
C 0.96860 0.97585 -0.02816
C -1.15705 4.03727 1.70316
C -1.83405 -0.59687 -2.92379
C 2.04655 -1.86319 -3.06789
C -0.09684 -4.84434 -0.80332
C -0.29294 -1.05480 -0.14798
C -2.26990 -5.29726 -0.10501
C 0.52929 -0.11253 -1.02070
C 2.12717 1.67215 2.77807
C -0.64885 -1.24778 4.80578
C 0.61532 1.28029 -3.43974
C -1.89694 -2.79711 -3.14394
C -1.02338 -0.00489 0.77075
C 2.48716 -2.35097 -0.95674
C -0.71148 3.74767 -0.61629
C 0.51141 -2.27445 4.89535
C -5.59108 -1.46768 2.13958
C 0.92449 -2.82028 -2.48852
C 4.25386 3.00683 -1.71165
C -0.94301 -1.41511 3.31130
C -0.40590 -4.13556 0.44942
C -2.28894 -0.99653 -4.30480
C 1.58627 2.29530 -4.21713
C 0.41829 -1.28827 2.69356
H -1.00947 5.96164 0.77489
H -2.03016 3.61659 2.20196
H -3.10132 -0.36338 -4.66154
H 0.44884 2.43138 -1.55794
H 0.20911 -1.76534 0.50867
H -1.94176 0.39825 0.34396
H 1.82320 0.74392 0.60741
H 2.45194 0.80084 -1.26478
H -1.55500 -0.54686 3.06697
H -1.11763 1.86922 -2.25949
H 2.18087 -2.23395 -4.08405
H 4.22846 2.59579 0.44654
H 2.45567 1.21576 1.84432
H 1.34359 0.59332 -3.00872
H 0.40452 3.05841 2.54218
H -1.24875 -0.44263 1.74321
H -6.13745 -2.23646 1.59317
H -0.48439 4.40195 -2.73234
H -1.55670 -1.52828 5.33984
H 3.30180 0.22238 0.14092
H 1.42045 -0.65926 -1.32897
H -0.91533 3.45382 -4.10501
H 0.11635 -4.60099 1.28531
H -1.26355 2.09246 0.72011
H -0.11369 -2.51234 -2.61281
H -2.69064 5.51130 1.19971
H -6.22209 -0.80797 2.73515
H -0.99551 3.07413 -1.42485
H -1.06672 -1.61040 -0.67775
H 0.00782 0.30104 -1.88391
H -5.13940 -2.56397 4.08640
H 0.87875 -5.32822 -0.75652
H 0.79007 -0.35329 2.27440
H 1.55022 2.13403 -5.29453
H -1.45786 -0.97476 -5.00973
H 2.70964 2.95772 -0.23921
H -0.36367 -0.24686 5.12972
H 0.32241 2.75683 1.08165
H -0.08619 1.33685 2.42436
H -1.22908 0.30876 -2.96786
H -0.22098 -4.18842 -1.66498
H 0.38093 -1.99737 1.86659
H 1.09170 -2.26268 5.81797
H 1.25111 1.92379 -0.48609
H -0.38428 4.42431 2.36733
H 5.46449 0.49738 -0.76492
H -1.49631 -2.33178 3.10714
H 4.46342 -0.24680 -2.14285
H 5.02892 3.76677 -1.61227
H -0.10917 0.81029 -4.10481
H 1.79800 -0.80464 -3.14409
H 3.47859 3.35160 -2.39590
H 2.62713 2.16363 -3.92155
H 0.15705 -3.30524 4.89166
H 0.26267 4.12743 -0.92437
*
```